Entry 1:
C64H109BrCl10F5N2O28PtS2 as an isolated structure. Source: the Open Molecules 2025 dataset; level of theory: ωB97M-V/def2-TZVPD.

Multiplicity ... 3
Electronic energy ... -13310.68709 hartree
Net charge ... +1
Orbital gap (alpha / beta) ... 7.718 / 6.096 eV

```
222
C64H109BrCl10F5N2O28PtS2 (ωB97M-V/def2-TZVPD)
C -2.956 2.674 2.287
C -1.628 2.206 1.887
C -1.699 0.904 0.989
N -0.347 0.561 0.290
C -0.389 -0.824 -0.501
C 0.650 -1.133 -1.611
C 0.803 0.005 -2.588
C 1.092 1.359 -1.797
C 0.030 1.683 -0.686
C 0.851 0.505 1.246
H -2.941 3.763 2.344
H -3.351 2.270 3.219
H -3.715 2.431 1.544
H -1.021 2.013 2.771
H -1.020 3.037 1.530
H -2.467 0.964 0.219
H -2.026 0.129 1.683
H -1.405 -0.644 -0.853
H -0.436 -1.576 0.287
H 0.289 -2.007 -2.153
H 1.623 -1.465 -1.248
H 0.043 0.102 -3.364
H 1.669 -0.232 -3.206
H 1.177 2.243 -2.430
H 2.090 1.208 -1.385
H -0.868 1.882 -1.270
H 0.267 2.512 -0.019
H 0.768 1.487 1.714
H 1.784 0.404 0.693
H 0.669 -0.257 2.003
Pt -3.725 -3.356 4.114
N -3.192 -1.828 5.449
S -3.902 -1.454 6.751
O -4.946 -0.453 6.808
O -3.210 -1.620 8.002
F -4.730 -2.781 6.636
S -2.493 -0.240 5.442
O -1.273 -0.099 6.203
O -3.349 0.935 5.191
F -1.995 -0.443 3.912
Br -3.104 -2.856 1.636
C -3.858 4.629 6.147
Cl -4.555 4.445 4.459
Cl -4.697 5.916 7.049
H -4.036 3.674 6.640
H -2.800 4.856 6.016
C 1.647 -4.052 1.440
Cl 1.846 -2.790 2.685
Cl 2.762 -3.834 0.116
H 1.828 -5.017 1.913
H 0.623 -3.990 1.071
C 4.108 -4.947 -3.291
Cl 4.559 -3.517 -4.280
Cl 3.442 -6.341 -4.181
H 4.940 -5.272 -2.666
H 3.330 -4.485 -2.684
C -6.126 3.974 -0.945
Cl -5.471 4.773 0.538
Cl -4.831 2.970 -1.713
H -7.019 3.382 -0.743
H -6.356 4.757 -1.667
C 2.323 1.694 5.181
Cl 3.081 1.727 6.763
Cl 2.775 0.112 4.366
H 1.238 1.783 5.225
H 2.790 2.482 4.590
C 6.129 3.843 -0.963
C 5.590 2.638 -1.709
O 4.661 1.883 -0.930
C 5.269 0.984 -0.178
O 6.533 0.758 -0.228
O 4.350 0.375 0.628
C 4.779 -0.777 1.285
H 6.629 4.556 -1.619
H 6.951 3.486 -0.343
H 5.319 4.323 -0.414
H 6.384 2.013 -2.117
H 5.158 3.033 -2.628
H 4.462 -1.640 0.699
H 4.374 -0.708 2.294
H 5.850 -0.908 1.439
C 5.794 1.053 -4.986
C 4.496 0.946 -5.717
O 3.576 1.757 -5.033
C 3.482 3.074 -5.370
O 4.098 3.668 -6.214
O 2.488 3.533 -4.601
C 2.494 4.941 -4.541
H 6.159 2.058 -4.773
H 6.632 0.649 -5.553
H 5.937 0.596 -4.007
H 4.183 -0.097 -5.668
H 4.611 1.342 -6.726
H 3.465 5.420 -4.660
H 2.214 5.216 -3.524
H 1.858 5.385 -5.307
C -1.023 3.773 -3.914
C -1.213 4.653 -5.236
O -1.672 5.872 -4.772
C -1.559 7.067 -5.517
O -1.278 7.259 -6.707
O -2.080 8.037 -4.774
C -2.180 9.405 -5.212
H -1.921 3.658 -3.306
H -0.339 4.259 -3.218
H -0.536 2.836 -4.186
H -1.844 4.312 -6.057
H -0.311 4.727 -5.843
H -1.583 9.602 -6.102
H -1.569 10.018 -4.549
H -3.189 9.811 -5.292
C 4.698 -2.787 5.183
C 4.954 -3.923 4.121
O 5.628 -3.498 2.971
C 6.466 -4.293 2.159
O 7.321 -3.912 1.394
O 6.049 -5.633 2.206
C 6.790 -6.677 1.603
H 3.910 -3.053 5.888
H 4.421 -1.854 4.693
H 5.624 -2.587 5.722
H 3.981 -4.315 3.826
H 5.431 -4.787 4.585
H 6.594 -7.621 2.112
H 7.846 -6.556 1.361
H 6.342 -6.948 0.647
C 0.224 -5.966 -6.539
C 1.470 -5.084 -6.261
O 1.129 -3.796 -6.848
C 0.992 -2.789 -6.073
O 0.924 -2.743 -4.838
O 1.057 -1.754 -6.896
C 1.309 -0.397 -6.581
H 0.048 -6.066 -7.610
H -0.756 -5.581 -6.256
H 0.288 -6.997 -6.191
H 2.320 -5.580 -6.730
H 1.641 -4.928 -5.196
H 0.366 0.145 -6.511
H 1.959 0.034 -7.343
H 1.789 -0.333 -5.605
C 4.211 4.116 2.578
C 3.088 4.319 1.580
O 1.958 3.742 2.087
C 1.132 4.399 3.032
O 0.264 3.812 3.689
O 1.576 5.624 3.330
C 0.955 6.495 4.345
H 4.447 3.053 2.635
H 4.020 4.495 3.582
H 5.140 4.557 2.216
H 3.288 3.853 0.615
H 3.016 5.400 1.461
H 1.066 7.529 4.019
H 1.210 6.317 5.390
H -0.116 6.301 4.292
C -1.659 -7.905 3.580
C -0.807 -6.833 2.934
O -0.138 -5.979 3.920
C -0.810 -5.029 4.606
O -1.883 -4.448 4.315
O 0.021 -4.545 5.545
C -0.488 -3.606 6.518
H -1.055 -8.679 4.054
H -2.374 -8.217 2.819
H -2.213 -7.542 4.446
H -1.516 -6.225 2.373
H -0.139 -7.266 2.189
H 0.254 -3.374 7.281
H -1.366 -3.929 7.077
H -0.609 -2.619 6.071
C -6.735 1.561 2.035
C -6.114 0.339 2.723
O -7.076 -0.482 3.086
C -6.771 -1.692 3.597
O -5.622 -2.052 3.881
O -7.950 -2.269 3.817
C -8.041 -3.475 4.527
H -7.563 1.266 1.391
H -5.955 2.158 1.561
H -7.139 2.284 2.744
H -5.693 0.651 3.679
H -5.329 -0.025 2.061
H -9.051 -3.458 4.937
H -7.464 -3.670 5.431
H -7.894 -4.353 3.898
F 0.464 4.788 -1.173
C -0.303 5.619 -0.528
C 0.263 6.617 0.334
C -0.569 7.555 0.958
C -1.969 7.515 0.679
C -2.510 6.607 -0.294
C -1.626 5.688 -0.928
H 1.327 6.570 0.513
H -0.298 8.092 1.855
H -2.655 8.276 1.020
H -3.581 6.672 -0.418
H -1.941 4.905 -1.601
F -0.263 -8.228 -1.852
C -1.634 -8.148 -1.532
C -2.001 -6.934 -0.926
C -3.358 -6.729 -0.568
C -4.241 -7.781 -0.638
C -3.926 -8.898 -1.391
C -2.595 -9.118 -1.752
H -1.234 -6.192 -0.758
H -3.762 -5.862 -0.065
H -5.274 -7.621 -0.368
H -4.701 -9.648 -1.462
H -2.333 -9.902 -2.447
F -2.486 0.924 -5.594
C -2.629 -0.173 -4.809
C -1.892 -1.283 -5.188
C -2.068 -2.426 -4.465
C -2.768 -2.401 -3.306
C -3.580 -1.402 -2.922
C -3.544 -0.276 -3.781
H -1.307 -1.423 -6.086
H -1.590 -3.307 -4.865
H -2.846 -3.253 -2.648
H -4.093 -1.356 -1.973
H -4.162 0.586 -3.580
```

Here are the Löwdin charges for atoms 1 to 5, given in e: C -0.1483; C -0.2339; C -0.0624; N -0.2138; C -0.0508

Entry 2:
C64H116CuF6N4O24PS12 as an isolated structure. Source: the Open Molecules 2025 dataset; level of theory: ωB97M-V/def2-TZVPD.

Electronic energy ... -11892.42192 hartree
Net charge ... 0
Orbital gap ... 7.926 eV

```
228
C64H116CuF6N4O24PS12 (ωB97M-V/def2-TZVPD)
Cu -3.153 0.787 -1.543
P -0.238 -0.229 0.205
F 1.262 -0.145 -0.457
F 0.440 -0.099 1.690
F -0.313 1.392 0.151
F -1.692 -0.349 0.910
F -0.881 -0.279 -1.321
F -0.020 -1.878 0.204
N 2.103 6.340 0.115
C 2.209 5.296 -0.767
C 2.317 5.866 -2.045
C 2.265 7.277 -1.880
C 2.210 7.528 -0.517
H 2.178 6.178 1.100
H 2.199 4.272 -0.459
H 2.418 5.302 -2.964
H 2.261 8.037 -2.659
H 2.270 8.493 -0.041
N -0.121 -2.729 -2.981
C 0.699 -2.784 -4.034
C 0.332 -3.906 -4.780
C -0.742 -4.515 -4.064
C -1.026 -3.727 -2.964
H -0.129 -1.969 -2.328
H 1.481 -2.067 -4.190
H 0.789 -4.371 -5.647
H -1.226 -5.459 -4.283
H -1.678 -3.722 -2.089
N 6.619 1.773 -0.749
C 5.497 1.002 -0.431
C 4.404 1.719 -0.930
C 4.920 2.818 -1.684
C 6.279 2.839 -1.514
H 7.597 1.546 -0.612
H 5.541 0.218 0.306
H 3.334 1.529 -0.767
H 4.336 3.566 -2.212
H 7.105 3.451 -1.822
N 3.202 -5.135 -3.097
C 3.992 -5.928 -2.318
C 5.212 -6.025 -2.963
C 5.121 -5.257 -4.183
C 3.852 -4.739 -4.232
H 2.232 -4.889 -2.920
H 3.589 -6.328 -1.388
H 6.099 -6.530 -2.602
H 5.949 -5.109 -4.854
H 3.400 -4.044 -4.941
C -2.661 -2.378 7.182
C -3.104 -3.698 7.709
C -2.970 -4.751 6.579
S -3.501 -3.798 5.116
O -4.821 -4.078 4.631
O -2.479 -3.903 4.089
C -3.486 -2.146 5.914
H -1.603 -2.407 6.900
H -2.772 -1.590 7.918
H -4.110 -3.674 8.154
H -2.482 -4.062 8.530
H -3.564 -5.649 6.721
H -1.918 -5.007 6.364
H -4.510 -1.829 6.118
H -2.988 -1.457 5.228
C 0.157 -0.537 5.590
C 0.730 -1.870 5.035
C 1.354 -2.687 6.185
S 1.464 -1.483 7.576
O 2.775 -1.523 8.179
O 0.337 -1.616 8.453
C 1.200 -0.026 6.542
H -0.858 -0.611 6.003
H 0.030 0.203 4.800
H 1.471 -1.604 4.284
H -0.006 -2.392 4.420
H 2.385 -3.016 6.020
H 0.767 -3.518 6.592
H 2.176 0.071 6.038
H 0.987 0.906 7.068
C -4.660 5.148 -3.313
C -4.870 4.965 -1.764
C -6.188 4.169 -1.743
S -5.759 2.790 -2.864
O -6.899 2.338 -3.623
O -5.018 1.761 -2.136
C -4.658 3.739 -3.962
H -3.790 5.741 -3.626
H -5.475 5.748 -3.711
H -5.027 5.923 -1.269
H -4.007 4.412 -1.368
H -7.069 4.763 -2.014
H -6.390 3.638 -0.819
H -4.897 3.738 -5.028
H -3.687 3.234 -3.841
C 0.052 -5.518 2.940
C 0.988 -6.640 2.544
C 0.531 -7.125 1.144
S -0.104 -5.626 0.337
O -1.497 -5.785 0.000
O 0.820 -5.141 -0.702
C -0.031 -4.599 1.812
H 0.319 -5.080 3.893
H -0.924 -5.995 3.090
H 0.925 -7.476 3.247
H 2.034 -6.366 2.620
H -0.345 -7.785 1.196
H 1.240 -7.639 0.500
H -0.923 -3.975 1.805
H 0.842 -3.947 1.769
C -4.361 -4.198 0.968
C -5.399 -4.107 -0.150
C -6.141 -2.807 0.009
S -4.852 -1.641 0.556
O -5.286 -0.926 1.791
O -4.400 -0.778 -0.555
C -3.581 -2.939 0.959
H -3.661 -5.039 0.932
H -4.901 -4.344 1.916
H -5.988 -5.002 -0.012
H -4.864 -4.205 -1.093
H -6.812 -2.837 0.894
H -6.624 -2.385 -0.870
H -3.121 -2.615 1.862
H -2.842 -2.875 0.149
C 7.057 -1.268 -4.331
C 5.997 -1.470 -3.227
C 4.820 -0.581 -3.544
S 4.705 -0.754 -5.346
O 4.753 0.575 -5.974
O 3.563 -1.579 -5.645
C 6.309 -1.597 -5.598
H 7.955 -1.880 -4.203
H 7.401 -0.229 -4.348
H 6.429 -1.233 -2.244
H 5.779 -2.537 -3.151
H 5.077 0.476 -3.388
H 3.851 -0.841 -3.136
H 6.679 -1.179 -6.520
H 6.036 -2.644 -5.735
C 1.199 0.920 -4.633
C 1.766 2.260 -4.019
C 0.856 2.535 -2.813
S -0.727 2.393 -3.649
O -0.888 3.512 -4.580
O -1.898 2.215 -2.748
C -0.321 0.823 -4.532
H 1.663 0.086 -4.093
H 1.586 0.959 -5.647
H 1.653 3.070 -4.730
H 2.818 2.247 -3.774
H 0.785 3.558 -2.465
H 1.045 1.844 -1.983
H -0.876 0.953 -5.480
H -0.668 -0.090 -4.039
C 3.687 -2.470 0.208
C 3.451 -1.946 1.635
C 3.789 -3.123 2.530
S 5.492 -3.516 1.868
O 5.871 -4.901 2.080
O 6.414 -2.495 2.388
C 5.048 -3.144 0.150
H 3.595 -1.786 -0.641
H 2.901 -3.209 0.022
H 2.425 -1.599 1.667
H 4.025 -1.059 1.868
H 3.138 -3.994 2.491
H 3.963 -2.867 3.577
H 5.103 -4.054 -0.448
H 5.800 -2.425 -0.117
C -1.498 7.238 0.867
C -1.592 6.574 -0.521
C -2.407 7.514 -1.403
S -1.960 9.194 -0.867
O -3.096 9.997 -0.528
O -0.993 9.823 -1.771
C -1.096 8.640 0.697
H -0.878 6.620 1.486
H -2.517 7.164 1.267
H -2.072 5.606 -0.428
H -0.590 6.400 -0.898
H -3.488 7.391 -1.303
H -2.177 7.510 -2.467
H -1.377 9.283 1.532
H -0.033 8.828 0.475
C -1.596 2.511 3.407
C -3.044 2.515 3.974
C -4.014 2.208 2.837
S -3.355 3.263 1.512
O -4.002 4.562 1.521
O -3.341 2.587 0.203
C -1.687 3.496 2.213
H -1.220 1.532 3.124
H -0.843 2.912 4.093
H -3.199 3.516 4.428
H -3.132 1.722 4.708
H -5.033 2.472 3.098
H -3.983 1.147 2.512
H -1.661 4.523 2.620
H -0.949 3.436 1.405
C -4.789 -2.968 -4.441
C -6.033 -2.088 -4.556
C -5.491 -0.647 -4.154
S -3.669 -0.641 -4.471
O -2.929 -0.642 -3.233
O -3.350 0.403 -5.408
C -3.691 -2.276 -5.191
H -4.925 -3.983 -4.837
H -4.435 -3.136 -3.419
H -6.917 -2.437 -4.017
H -6.336 -2.071 -5.602
H -5.579 -0.450 -3.097
H -5.858 0.221 -4.709
H -2.738 -2.801 -5.038
H -3.882 -2.186 -6.259
C 3.188 1.905 2.585
C 4.043 3.164 2.520
C 3.661 3.934 3.758
S 1.861 3.958 3.644
O 1.435 5.006 2.706
O 1.210 3.898 4.913
C 1.698 2.321 2.750
H 3.394 1.433 3.550
H 3.270 1.241 1.729
H 3.945 3.705 1.572
H 5.084 2.891 2.708
H 4.024 4.954 3.760
H 3.936 3.390 4.646
H 1.229 2.461 1.778
H 1.171 1.702 3.462
```

Here are the Löwdin charges for atoms 1 to 5, given in e: Cu 0.2554; P 0.2855; F -0.1781; F -0.1728; F -0.1508

> Among the records above, which one has the highest electronic energy?

C64H116CuF6N4O24PS12

> Look up the electronic energy of the first one.

-13310.68709 hartree

> What is the electronic energy in the second record?

-11892.42192 hartree